Computed, not measured: an isolated ion of composition C4H7NO2P and charge +1 in a non-equilibrium geometry, with ωB97M-V with the def2-TZVPD basis set.

## Properties
LUMO (alpha / beta) in Ha: -0.2973 / -0.2971
Net charge: +1
HOMO (alpha / beta) in eV: -13.84 / -13.84
Electronic energy in Eh: -702.81651
Frontier orbital gap (alpha / beta) in hartree: 0.2113 / 0.2115

Each atom is followed by the atoms it is bonded to, with distances in Å.
Geometry (Å):
1 C 0.17 0.78 -0.18  C4 1.496, N5 1.220, O7 1.413
2 C -0.72 -1.95 0.35  C3 1.443, H9 1.061, H10 1.121
3 C -1.37 -1.08 -0.60  C2 1.443, O7 1.408, H11 1.112, H12 1.123
4 C 0.15 2.16 0.41  C1 1.496, H13 1.083, H14 1.148, H15 1.093
5 N 1.19 0.13 -0.23  C1 1.220, P8 1.607
6 O 3.32 -0.80 0.36  P8 1.433
7 O -1.14 0.29 -0.40  C1 1.413, C3 1.408
8 P 2.77 0.18 -0.54  N5 1.607, O6 1.433
9 H -0.66 -1.66 1.37  C2 1.061
10 H -0.35 -2.96 0.03  C2 1.121
11 H -0.99 -1.40 -1.59  C3 1.112
12 H -2.48 -1.23 -0.68  C3 1.123
13 H 0.31 2.09 1.48  C4 1.083
14 H -0.93 2.51 0.28  C4 1.148
15 H 0.74 2.95 -0.06  C4 1.093

***

Computed, not measured: one molecule with the formula C4H7NO3 in a non-equilibrium geometry, with ωB97M-V with the def2-TZVPD basis set.

## Properties
LUMO in Ha: 0.0291
Net charge: 0
HOMO in eV: -9.58
Electronic energy in Eh: -437.00112
Frontier orbital gap in hartree: 0.3811

Each atom is followed by the atoms it is bonded to, with distances in Å.
Geometry (Å):
1 N -1.26 1.96 0.45  C2 1.398, H9 1.066, H10 1.074
2 C -0.12 1.41 -0.14  N1 1.398, O3 1.169, C4 1.778
3 O 0.80 1.94 -0.63  C2 1.169
4 C -0.13 -0.37 -0.02  C2 1.778, C5 1.554, C7 1.491, O8 1.374
5 C 1.08 -0.91 -0.83  C4 1.554, O6 1.385, H11 1.142, H12 1.115
6 O 2.32 -0.61 -0.29  C5 1.385, H13 0.912
7 C -0.72 -1.31 0.97  C4 1.491, O8 1.374, H14 1.007, H15 1.023
8 O -1.36 -0.95 -0.19  C4 1.374, C7 1.374
9 H -2.05 1.26 0.56  N1 1.066
10 H -1.45 2.97 0.15  N1 1.074
11 H 0.94 -0.52 -1.90  C5 1.142
12 H 0.98 -2.02 -0.93  C5 1.115
13 H 2.61 0.23 -0.08  O6 0.912
14 H -0.64 -2.31 1.08  C7 1.007
15 H -0.98 -0.78 1.80  C7 1.023

***

Computed, not measured: a 3-piece molecular cluster, C4H7NO3 overall in a non-equilibrium geometry, with ωB97M-V with the def2-TZVPD basis set.

## Properties
LUMO in Ha: 0.0016
Net charge: 0
HOMO in eV: -8.69
Electronic energy in Eh: -436.77335
Frontier orbital gap in hartree: 0.3209

Each atom is followed by the atoms it is bonded to, with distances in Å.
Geometry (Å):
1 C -0.13 -2.00 2.49  H7 1.301, O13 1.465
2 C 0.01 -0.34 0.57  N12 1.262, O13 1.338, O15 1.232
3 C 0.00 1.19 -0.91  C4 1.711, H8 1.118, O14 1.474, O15 1.425
4 C -0.15 1.45 -2.60  C3 1.711, H9 1.093, H10 1.107, H11 1.083
5 H -1.18 -2.96 2.15  no bonds
6 H -0.54 -1.23 4.02  no bonds
7 H 1.14 -2.28 2.38  C1 1.301
8 H -0.18 2.02 -0.18  C3 1.118
9 H 0.66 2.16 -2.75  C4 1.093
10 H -1.08 1.98 -2.87  C4 1.107
11 H 0.22 0.67 -3.26  C4 1.083
12 N 1.26 -0.24 0.50  C2 1.262, O14 1.423
13 O -0.62 -1.23 1.34  C1 1.465, C2 1.338
14 O 1.34 0.67 -0.59  C3 1.474, N12 1.423
15 O -0.74 0.13 -0.29  C2 1.232, C3 1.425